A structure of composition C34H36FeGeN6OS2 in a non-equilibrium geometry. Source: OMol25; level of theory: wB97M-V/def2-TZVPD.

Computed properties:
DFT total energy in eV: -159400.554
Largest force on an atom in hartree/bohr: 0.0267
⟨S²⟩: 8.83
Kohn-Sham gap (spin up / spin down) in eV: 5.1 / 5.3

Structure (ORCA input):
```
! wB97M-V def2-TZVPD RIJCOSX def2/J DEFGRID3
* xyz -1 6
Fe -0.21 1.50 0.83
N -0.18 3.07 5.02
C 0.11 2.85 3.69
S -0.99 3.50 2.53
N 1.21 2.20 3.45
N 1.43 1.91 2.16
C 2.65 1.88 1.69
C 3.84 2.08 2.54
C 4.86 2.96 2.17
C 5.98 3.12 2.96
C 6.12 2.40 4.14
C 5.11 1.53 4.53
C 3.98 1.37 3.74
C 2.74 1.62 0.28
C 3.94 1.27 -0.38
C 3.95 1.07 -1.74
C 2.75 1.19 -2.45
C 1.61 1.47 -1.73
N 1.58 1.67 -0.42
H -1.15 3.22 5.20
H 0.29 2.44 5.66
H 4.75 3.54 1.26
H 6.76 3.81 2.66
H 7.00 2.53 4.76
H 5.20 0.97 5.45
H 3.19 0.70 4.04
H 4.84 1.15 0.20
H 4.86 0.80 -2.25
H 2.71 1.05 -3.52
H 0.64 1.52 -2.23
C -1.63 -1.79 3.61
S -1.09 -1.03 1.87
C 0.64 -1.40 2.31
O -1.38 0.39 2.34
H -1.35 -2.85 3.67
H -2.71 -1.68 3.65
H -1.16 -1.20 4.39
H 0.74 -2.48 2.48
H 0.86 -0.85 3.22
H 1.28 -1.07 1.50
N -2.23 2.65 -1.74
N -1.46 2.99 -0.59
H -3.01 3.28 -1.85
H -2.61 1.72 -1.58
H -2.02 3.32 0.19
H -0.80 3.71 -0.84
C -0.53 -0.22 0.05
Ge -1.50 -1.09 -1.34
C -1.52 -3.02 -0.87
C -0.33 -3.58 -0.40
C -0.27 -4.89 0.06
C -1.42 -5.67 0.06
C -2.61 -5.13 -0.40
C -2.65 -3.83 -0.87
C -0.62 -0.96 -3.12
C -0.69 0.21 -3.89
C -0.07 0.30 -5.12
C 0.65 -0.78 -5.62
C 0.74 -1.95 -4.87
C 0.10 -2.03 -3.64
C -3.42 -0.66 -1.72
C -3.92 -0.51 -3.01
C -5.25 -0.20 -3.23
C -6.11 -0.03 -2.16
C -5.63 -0.17 -0.86
C -4.30 -0.48 -0.65
H 0.57 -2.96 -0.38
H 0.66 -5.30 0.43
H -1.39 -6.69 0.43
H -3.51 -5.74 -0.40
H -3.59 -3.42 -1.23
H -1.25 1.07 -3.51
H -0.14 1.21 -5.71
H 1.15 -0.71 -6.58
H 1.30 -2.79 -5.25
H 0.17 -2.95 -3.06
H -3.25 -0.65 -3.85
H -5.62 -0.08 -4.24
H -7.16 0.21 -2.33
H -6.31 -0.04 -0.02
H -3.92 -0.56 0.37
*
```